(1)
{"formula": "C3H5NO3", "method": "wB97M-V/def2-TZVPD", "symbols": ["O", "C", "C", "N", "C", "O", "O", "H", "H", "H", "H", "H"], "positions_angstrom": [[-2.103805, 0.944172, 1.561583], [-1.611830, -0.238752, 1.301577], [-0.043833, -0.247936, 0.946260], [0.162227, 0.699933, -0.283710], [0.950899, 0.435215, -1.390893], [1.698473, -0.780139, -1.249810], [0.907651, 1.082044, -2.437030], [-1.899280, -1.188113, 1.693717], [0.378664, -1.224968, 0.680095], [0.527538, 0.276482, 1.800932], [-0.581263, 1.366359, -0.486196], [1.614559, -1.124298, -2.136525]], "forces_ev_per_angstrom": [[1.5, -6.4, -1.8], [2.3, 7.0, 2.2], [-0.4, 2.5, -1.6], [0.4, -1.4, 0.4], [-1.0, -0.5, -0.5], [-1.3, 2.1, 0.3], [0.4, -1.3, 2.0], [-1.6, -0.7, 0.0], [-0.2, 0.3, 0.3], [-1.1, -1.2, -1.0], [0.4, -0.1, 0.4], [0.5, -0.3, -0.6]], "relative_energy_kcal_mol": 54.41, "homo_energy_ev": -10.101, "smiles": "O=CCNC(=O)O", "homo_lumo_gap_ev": 9.47}



(2)
{"formula": "C4H8NO3", "method": "wB97M-V/def2-TZVPD", "symbols": ["O", "C", "O", "C", "C", "C", "O", "N", "H", "H", "H", "H", "H", "H", "H", "H"], "positions_angstrom": [[2.500005, -1.180077, 0.708522], [2.172750, -0.788127, -0.431902], [2.705130, -0.862131, -1.544647], [0.639602, -0.138050, -0.399441], [-0.044032, 0.129990, 0.985318], [-1.266349, 1.062292, 0.924626], [-2.395067, 0.309078, -0.392329], [-0.118258, -1.050225, -1.221215], [0.818516, 0.872864, -0.791738], [-0.165532, -0.866831, 1.386744], [0.794266, 0.521359, 1.507643], [-2.159873, 0.375149, 0.659288], [-1.617534, 1.560248, 1.863630], [-1.049043, 1.965174, 0.190927], [-1.135940, -0.770815, -1.371475], [0.321359, -1.139900, -2.073957]], "forces_ev_per_angstrom": [[0.8, 0.0, -0.2], [-2.2, 0.2, 1.7], [0.0, 0.2, 0.0], [0.7, 0.3, -0.3], [0.4, -1.0, -1.8], [4.7, 4.0, -2.4], [0.3, 1.3, 2.0], [-3.2, 0.4, 1.4], [-0.3, 0.3, -0.6], [-0.8, -0.1, 0.5], [0.4, 0.9, 1.1], [-3.4, -2.7, -0.6], [-0.6, -1.1, -0.6], [-0.3, -2.0, 1.7], [2.1, -0.3, 0.4], [1.3, -0.4, -2.1]], "relative_energy_kcal_mol": 147.30, "homo_energy_ev": -3.546, "homo_lumo_gap_ev": 6.31, "total_charge": -1}



(3)
{"formula": "C38H28GaN4O4PS", "method": "wB97M-V/def2-TZVPD", "symbols": ["Ga", "O", "S", "O", "O", "C", "C", "C", "C", "C", "C", "P", "C", "C", "C", "C", "C", "C", "C", "C", "C", "C", "C", "C", "H", "H", "H", "H", "H", "H", "H", "H", "H", "H", "H", "H", "H", "H", "C", "O", "C", "C", "C", "C", "C", "C", "C", "N", "C", "C", "N", "C", "C", "C", "C", "N", "C", "C", "N", "C", "C", "C", "C", "H", "H", "H", "H", "H", "H", "H", "H", "H", "H", "H", "H", "H", "H"], "positions_angstrom": [[0.285458, 0.026680, 0.559065], [1.701975, 0.357176, 4.090232], [1.169136, 0.843258, 2.873119], [1.980310, 0.640597, 1.628345], [-0.159271, 0.224233, 2.457800], [0.905439, 2.577468, 2.888719], [1.192438, 3.296486, 4.032962], [1.061818, 4.679878, 4.005132], [0.649904, 5.315282, 2.845783], [0.359757, 4.582316, 1.700180], [0.492682, 3.200250, 1.699674], [0.045819, 2.353390, 0.142055], [-1.634625, 2.882534, -0.202492], [-1.925611, 3.901560, -1.105976], [-3.237588, 4.331416, -1.250331], [-4.246975, 3.760960, -0.488145], [-3.953057, 2.763204, 0.434440], [-2.647891, 2.324074, 0.579439], [1.182616, 2.884423, -1.137453], [0.811346, 2.790415, -2.480870], [1.723466, 3.136543, -3.465239], [2.999983, 3.558153, -3.113039], [3.374180, 3.630361, -1.777943], [2.468814, 3.292894, -0.783469], [1.517193, 2.773819, 4.923294], [1.287114, 5.258695, 4.890626], [0.550439, 6.392315, 2.826359], [0.028339, 5.097575, 0.806482], [-1.141140, 4.355273, -1.698839], [-3.469116, 5.116894, -1.957483], [-5.266854, 4.104204, -0.603204], [-4.740018, 2.343161, 1.047031], [-2.403729, 1.589684, 1.340047], [-0.181447, 2.455449, -2.757885], [1.437639, 3.081555, -4.507047], [3.706751, 3.833850, -3.884857], [4.370151, 3.957376, -1.510225], [2.756407, 3.354854, 0.258594], [-1.537019, -13.357829, -0.082200], [-0.295671, -12.662901, -0.187813], [-0.309680, -11.323877, -0.147248], [-1.462336, -10.548840, -0.012447], [-1.358937, -9.169678, 0.018562], [-0.123023, -8.538956, -0.081767], [1.024317, -9.328373, -0.216480], [0.937573, -10.698659, -0.249523], [-0.066599, -7.084777, -0.045519], [-1.106837, -6.278322, 0.065787], [-0.590588, -5.023457, 0.061396], [0.785250, -5.038767, -0.057448], [1.104912, -6.370499, -0.122622], [1.572268, -3.856147, -0.116749], [2.969561, -3.766830, -0.263013], [3.578452, -2.539255, -0.338689], [2.808839, -1.380586, -0.242290], [1.493074, -1.445190, -0.087576], [0.871847, -2.646629, -0.021026], [-0.553143, -2.613522, 0.133060], [-1.129555, -1.388284, 0.226048], [-2.450896, -1.295578, 0.301250], [-3.269049, -2.426041, 0.315596], [-2.697674, -3.673476, 0.259087], [-1.301491, -3.787430, 0.154515], [-1.291251, -14.412481, -0.132985], [-2.200296, -13.097558, -0.908495], [-2.024177, -13.142004, 0.869856], [-2.433327, -11.013138, 0.067814], [-2.248151, -8.562358, 0.123380], [2.008906, -8.880173, -0.298006], [1.818362, -11.317557, -0.353478], [2.022829, -6.771254, -0.213340], [3.567959, -4.667958, -0.311673], [4.648487, -2.453135, -0.457537], [3.254578, -0.397169, -0.280625], [-2.873837, -0.302985, 0.349315], [-4.340446, -2.301911, 0.378938], [-3.296483, -4.575373, 0.283264]], "forces_ev_per_angstrom": [[-0.1, -0.2, -0.1], [-0.1, 0.2, 0.0], [0.2, -0.1, 0.0], [0.0, 0.0, 0.1], [0.1, 0.0, 0.0], [0.0, 0.0, -0.1], [-0.1, -0.1, 0.0], [0.0, 0.1, 0.0], [0.0, 0.0, 0.0], [0.0, 0.0, 0.0], [0.0, -0.1, 0.1], [-0.1, -0.1, 0.0], [0.0, 0.1, 0.0], [0.0, 0.0, -0.1], [0.0, 0.0, 0.0], [0.0, 0.0, 0.0], [0.0, 0.0, 0.0], [0.0, 0.1, 0.0], [0.0, 0.0, 0.0], [0.1, -0.1, 0.0], [0.0, 0.0, 0.0], [0.0, 0.0, 0.0], [0.0, 0.0, 0.0], [0.0, 0.0, 0.0], [0.0, 0.0, 0.0], [0.0, 0.0, 0.0], [0.0, 0.0, 0.0], [0.0, 0.0, 0.0], [0.0, 0.0, 0.0], [0.0, 0.0, 0.0], [0.0, 0.0, 0.0], [0.0, 0.0, 0.0], [0.0, 0.0, 0.0], [0.0, 0.0, 0.0], [0.0, 0.0, 0.0], [0.0, 0.0, 0.0], [0.0, 0.0, 0.0], [0.0, 0.0, 0.0], [0.0, 0.0, 0.0], [0.0, 0.0, 0.0], [-0.1, 0.0, 0.0], [0.0, 0.0, 0.0], [-0.1, 0.0, 0.0], [0.0, 0.1, 0.0], [0.1, 0.0, 0.0], [0.1, 0.0, 0.0], [0.0, 0.0, 0.0], [0.0, 0.0, 0.0], [-0.2, 0.1, 0.0], [0.1, -0.1, 0.0], [0.1, 0.0, 0.0], [0.0, -0.1, 0.0], [0.0, -0.1, 0.0], [0.0, 0.0, 0.0], [-0.1, 0.0, -0.1], [0.0, 0.1, 0.2], [0.0, 0.1, -0.1], [-0.1, 0.1, -0.1], [0.0, 0.2, 0.0], [0.0, 0.0, 0.0], [0.0, 0.0, 0.0], [0.0, 0.0, 0.0], [-0.1, -0.1, 0.0], [0.0, 0.0, 0.0], [0.0, 0.0, 0.0], [0.0, 0.0, 0.0], [0.0, 0.0, 0.0], [0.0, 0.0, 0.0], [0.0, 0.0, 0.0], [0.0, 0.0, 0.0], [0.0, 0.0, 0.0], [0.0, 0.0, 0.0], [0.0, 0.0, 0.0], [0.0, 0.0, 0.1], [0.0, 0.0, 0.0], [0.0, 0.0, 0.0], [0.0, 0.0, 0.0]], "homo_energy_ev": -11.920, "homo_lumo_gap_ev": 5.68, "total_charge": 2}



no.,LUMO (eV)
1,-0.627
2,2.768
3,-6.237